Density functional theory data (ωB97M-V/def2-TZVPD) for C26H42FNO20Si2 as an isolated structure.

Each line ends with the Löwdin charge.
Positions of all 92 atoms, in Å:
C -0.0348 -3.4386 -1.7598  0.0256
C 0.6711 -2.5698 -2.7599  -0.5097
O 1.3072 -3.0241 -3.6848  0.0952
O 0.5279 -1.2311 -2.6434  -0.0366
C 0.6437 -0.6155 -1.3479  -0.2127
C -0.5821 0.1937 -0.9139  -0.2192
Si -2.2198 -0.3787 -1.5920  0.5451
O -3.2986 0.8725 -1.5771  -0.4220
Si -4.6236 0.8055 -2.5457  0.6106
C -5.4626 -0.9324 -2.5380  -0.5229
O -5.6231 -1.5226 -3.5895  0.0336
N -5.8989 -1.4646 -1.3098  0.1272
C -5.9698 -2.8783 -1.2413  -0.5068
O -5.1634 -3.6725 -1.5852  0.1822
F -7.1111 -3.2532 -0.6608  0.1298
H 0.0123 -4.4687 -2.0883  0.0928
H 0.4697 -3.3764 -0.7960  0.0845
H -1.0574 -3.1007 -1.6139  0.0635
H 0.9227 -1.3355 -0.5853  0.1038
H 1.4837 0.0685 -1.4500  0.1266
H -0.6263 0.1354 0.1739  0.0625
H -0.4166 1.2475 -1.1254  0.0667
H -2.7422 -1.5205 -0.7979  -0.0005
H -2.1538 -0.8556 -2.9904  0.0156
H -5.6194 1.7898 -2.0717  -0.0098
H -4.2400 1.0941 -3.9340  -0.0032
H -5.3454 -1.1226 -0.5235  0.0888
C -3.8996 4.5928 2.2437  -0.0057
C -4.5945 3.6554 1.2938  -0.3237
C -6.0659 3.4044 1.5554  -0.0734
O -6.2455 2.0872 1.0036  0.0690
C -5.0546 1.4618 1.0669  -0.5793
O -4.8721 0.3082 0.8289  0.1142
O -4.0787 2.3135 1.4130  0.0863
H -2.8206 4.5282 2.1104  0.0606
H -4.2145 5.6190 2.0582  0.0983
H -4.1248 4.3367 3.2804  0.0901
H -4.4327 3.9733 0.2609  0.1449
H -6.7298 4.1106 1.0655  0.1401
H -6.2948 3.3639 2.6227  0.1363
C -2.5882 -0.0898 4.7164  -0.0097
C -1.5645 -0.7314 3.8190  -0.3131
C -0.4299 -1.4573 4.5109  -0.0764
O 0.6282 -1.3508 3.5403  0.0732
C 0.3993 -0.2396 2.8122  -0.5711
O 1.1617 0.2346 2.0298  0.1396
O -0.8228 0.2621 3.0747  0.0819
H -3.2227 0.5842 4.1427  0.0839
H -3.2150 -0.8521 5.1772  0.0953
H -2.1071 0.4943 5.5019  0.0912
H -2.0526 -1.3851 3.0913  0.1626
H -0.6394 -2.5008 4.7261  0.1412
H -0.1106 -0.9501 5.4236  0.1398
C 3.8144 -4.5810 -4.2137  -0.0273
C 5.1748 -4.4540 -4.8456  -0.3196
C 5.9036 -5.7470 -5.1365  -0.0937
O 7.2798 -5.3418 -5.0714  0.0591
C 7.3532 -4.2735 -4.2404  -0.5733
O 8.3638 -3.8074 -3.8290  0.1625
O 6.1135 -3.8222 -3.9448  0.0809
H 3.4797 -3.6202 -3.8451  0.0624
H 3.0847 -4.9458 -4.9336  0.0948
H 3.8516 -5.2705 -3.3671  0.0918
H 5.1197 -3.8360 -5.7461  0.1597
H 5.6806 -6.1681 -6.1129  0.1370
H 5.7300 -6.4990 -4.3634  0.1362
C 0.8839 4.8354 2.7337  -0.0078
C 0.3176 3.8469 1.7490  -0.3058
C 1.0153 3.7872 0.4120  -0.0670
O -0.0325 3.3253 -0.4526  0.0462
C -1.2141 3.7253 0.0854  -0.5352
O -2.2663 3.6518 -0.4579  0.1717
O -1.0184 4.2152 1.3330  0.0477
H 0.1998 4.9724 3.5705  0.0878
H 1.8397 4.4782 3.1155  0.0931
H 1.0350 5.8089 2.2663  0.0919
H 0.2589 2.8509 2.1971  0.1439
H 1.8516 3.0936 0.3893  0.1365
H 1.3482 4.7680 0.0679  0.1450
C 5.0957 -0.9409 0.5904  -0.0117
C 5.4574 0.3741 1.2293  -0.3192
C 4.5730 0.8145 2.3766  -0.0845
O 4.6965 2.2479 2.3162  0.0540
C 4.9800 2.5780 1.0324  -0.5791
O 4.9608 3.6836 0.5990  0.1565
O 5.2666 1.4723 0.3121  0.0871
H 5.6304 -1.0673 -0.3497  0.0925
H 5.3554 -1.7658 1.2530  0.0920
H 4.0274 -0.9853 0.3741  0.0806
H 6.5091 0.3786 1.5286  0.1584
H 4.8967 0.4495 3.3474  0.1386
H 3.5251 0.5499 2.2132  0.1092

Computed properties:
Calculated total energy   -88560.2075 eV
Net charge   0
LUMO   0.080 eV
Largest force on an atom   0.01985 hartree/bohr